# C4H5NOS2

The molecule C4H5NOS2 (ωB97M-V with the def2-TZVPD basis set, the OMol25 dataset).

Calculated values
frontier orbital gap: 9.14 eV
energy above the lowest of the compared OMol25 structures with the same formula, charge and spin: 93.61 kcal/mol
calculated total energy: -29433.0347 eV
structure (SMILES): CSc1cc(S)on1
net charge: 0

Structure (XYZ):
```
13
Properties=species:S:1:pos:R:3:lowdin_charge:R:1
C 0.465 -2.213 1.380 -0.388
S -0.318 -0.610 2.057 0.910
C -0.331 0.253 0.661 -0.762
C -0.621 1.502 0.305 -0.080
C -0.290 1.484 -1.062 -0.616
S -0.874 2.634 -2.421 0.717
O 0.370 0.414 -1.393 -0.050
N 0.282 -0.467 -0.333 -0.006
H 1.539 -2.059 0.859 0.073
H 0.753 -3.113 2.193 0.097
H -0.217 -2.512 0.505 0.041
H -0.860 2.428 0.749 0.105
H 0.100 2.260 -3.499 -0.041
```